This record from the Open Molecules 2025 dataset describes C58H49F3KN2O5P2SSb as an isolated structure in a non-equilibrium geometry. The level of theory is ωB97M-V/def2-TZVPD.

Last column: Mulliken charge in e.
CARTESIAN COORDINATES (ANGSTROEM)
K -1.27 -0.73 -0.42  2.26
O -5.31 3.66 -3.10  -0.61
C -4.40 2.84 -2.50  0.87
C -3.06 2.85 -2.87  -0.48
C -2.19 2.01 -2.21  -0.98
N -2.58 1.19 -1.23  1.57
C -3.86 1.17 -0.89  -0.43
C -4.82 1.98 -1.50  -0.73
C -4.27 0.24 0.27  -0.05
O -5.49 0.08 0.45  -0.88
O -3.31 -0.24 0.93  -0.16
C -0.71 1.97 -2.58  0.31
O -0.35 2.60 -3.59  -0.89
O 0.02 1.29 -1.81  0.45
H -4.85 4.17 -3.77  0.30
H -2.68 3.49 -3.66  0.43
H -5.85 1.92 -1.18  0.58
C -2.21 -3.14 -1.52  -1.43
C -2.05 -3.35 -0.15  -0.44
C -0.68 -3.53 0.10  -0.49
C 0.01 -3.44 -1.12  -0.60
C -0.95 -3.19 -2.13  -0.05
H -3.16 -3.00 -2.03  0.40
H -2.85 -3.40 0.58  0.31
H -0.22 -3.77 1.06  0.51
H 1.06 -3.61 -1.27  0.47
H -0.75 -3.17 -3.19  0.74
C -0.02 -4.85 4.40  -0.41
S -1.72 -4.68 5.00  -0.21
C -2.23 -3.28 3.97  0.14
C -1.92 -1.92 4.60  -0.39
C -2.21 -0.77 3.61  -1.02
N -1.03 0.10 3.26  0.78
P 0.23 -0.96 2.66  -0.04
C 1.29 -1.15 4.18  0.62
C 1.09 -0.49 5.38  0.40
C 1.98 -0.65 6.44  -0.70
C 3.08 -1.48 6.30  -0.71
C 3.28 -2.16 5.11  -0.63
C 2.39 -2.00 4.06  -0.87
C 1.49 0.12 1.86  0.90
C 2.00 -0.32 0.64  -0.98
C 3.05 0.36 0.03  -0.13
C 3.59 1.49 0.64  -0.78
C 3.12 1.90 1.88  -1.05
C 2.10 1.20 2.49  -0.47
P -1.50 1.21 1.93  0.17
C -0.40 2.72 2.14  0.06
C 0.00 3.23 0.91  0.09
C 0.70 4.42 0.81  -0.53
C 1.02 5.13 1.97  -0.67
C 0.62 4.63 3.20  -0.90
C -0.09 3.45 3.29  0.02
C -2.85 2.12 2.82  1.71
C -3.76 2.83 2.04  -1.01
C -4.79 3.56 2.62  -0.73
C -4.92 3.60 4.00  -0.87
C -3.98 2.95 4.79  -0.77
C -2.96 2.23 4.20  -0.55
H 0.46 -5.66 4.96  0.41
H 0.53 -3.92 4.56  -0.05
H -0.03 -5.10 3.34  0.18
H -3.30 -3.39 3.80  0.43
H -1.72 -3.37 3.01  -0.62
H -0.89 -1.91 4.94  -0.19
H -2.54 -1.80 5.50  0.51
H -2.97 -0.13 4.03  0.69
H -2.64 -1.20 2.70  0.26
H 0.23 0.17 5.48  0.15
H 1.82 -0.12 7.37  0.42
H 3.78 -1.60 7.12  0.33
H 4.14 -2.81 4.99  0.40
H 2.55 -2.52 3.12  0.45
H 1.61 -1.23 0.19  0.58
H 3.45 0.01 -0.91  0.62
H 4.39 2.03 0.15  0.40
H 3.56 2.76 2.37  0.37
H 1.77 1.49 3.48  0.48
H -0.19 2.64 0.02  -0.60
H 1.01 4.79 -0.16  0.53
H 1.57 6.06 1.90  0.35
H 0.87 5.18 4.11  0.38
H -0.40 3.08 4.27  0.28
H -3.67 2.80 0.96  0.46
H -5.50 4.08 1.98  0.46
H -5.74 4.14 4.45  0.34
H -4.06 3.00 5.87  0.43
H -2.23 1.73 4.84  0.11
F 6.20 2.94 -4.12  -0.39
C 5.14 2.12 -3.89  0.31
C 5.33 0.76 -3.98  -0.78
C 4.24 -0.08 -3.76  -0.11
C 2.98 0.43 -3.46  0.12
C 2.83 1.82 -3.37  -0.11
C 3.91 2.67 -3.60  -0.78
Sb 1.22 -0.80 -2.98  -1.21
C 0.28 -0.30 -4.85  0.60
C -1.11 -0.27 -4.93  -0.56
C -1.76 0.04 -6.11  -0.54
C -0.99 0.31 -7.22  0.19
F -1.61 0.61 -8.40  -0.39
C 0.39 0.29 -7.19  -0.75
C 1.02 -0.02 -5.99  -0.34
C 2.17 -2.59 -3.85  0.63
C 1.80 -3.20 -5.05  -0.78
C 2.37 -4.40 -5.45  -0.70
C 3.32 -4.99 -4.64  0.21
F 3.89 -6.16 -5.03  -0.38
C 3.70 -4.44 -3.44  -0.65
C 3.11 -3.24 -3.06  -0.40
H 6.31 0.37 -4.22  0.43
H 4.38 -1.15 -3.84  0.30
H 1.86 2.24 -3.14  0.29
H 3.80 3.75 -3.54  0.46
H -1.70 -0.49 -4.04  0.38
H -2.84 0.08 -6.18  0.46
H 0.95 0.52 -8.09  0.41
H 2.10 -0.03 -5.95  0.45
H 1.05 -2.74 -5.68  0.36
H 2.08 -4.89 -6.38  0.41
H 4.43 -4.94 -2.82  0.42
H 3.39 -2.81 -2.10  0.48

As for the relative energy (zero: lowest compared OMol25 entry of this formula, charge and spin): 30.0 kcal per mole. As for the net charge: -2. As for the LUMO energy: 3.74 eV. The calculation puts the total energy at -4946.099059 hartree. The value obtained for the frontier orbital gap is 5.64 eV.

=====

This record from the Open Molecules 2025 dataset describes the molecule C8H8O3 in a non-equilibrium geometry. The level of theory is ωB97M-V/def2-TZVPD.

Last column: natural (NBO) charge in e.
CARTESIAN COORDINATES (ANGSTROEM)
C -2.88 0.43 1.55  -0.28
O -1.98 0.90 0.50  -0.51
C -0.85 0.14 0.23  0.32
C -0.42 -1.04 0.68  -0.37
C 1.00 -1.40 0.35  0.35
O 1.41 -2.76 0.70  -0.68
C 1.76 -0.47 -0.41  -0.32
C 1.19 0.70 -0.97  -0.14
C 1.90 1.41 -2.11  0.42
O 3.07 1.03 -2.26  -0.53
C -0.08 1.10 -0.60  -0.20
H -3.58 1.25 1.60  0.21
H -3.26 -0.73 1.50  0.20
H -2.26 0.63 2.54  0.18
H -0.96 -1.94 1.08  0.25
H 2.44 -2.68 0.65  0.49
H 2.77 -0.68 -0.84  0.25
H 1.31 2.14 -3.03  0.14
H -0.59 1.98 -1.16  0.24

As for the relative energy (zero: lowest compared OMol25 entry of this formula, charge and spin): 99.0 kcal per mole. As for the net charge: 0. As for the LUMO energy: 0.10 eV. The calculation puts the total energy at -535.233907 hartree. The value obtained for the frontier orbital gap is 8.66 eV. Its structure (SMILES) is COc1cc(O)cc(C=O)c1.

=====

This record from the Open Molecules 2025 dataset describes a 12-piece molecular cluster, C39H93F6N11O9P overall in a non-equilibrium geometry. The level of theory is ωB97M-V/def2-TZVPD.

Last column: Mulliken charge in e.
CARTESIAN COORDINATES (ANGSTROEM)
P 20.28 20.35 10.90  1.20
F 20.43 19.79 9.41  -0.36
F 18.65 20.41 10.76  -0.37
F 19.99 18.87 11.58  -0.38
F 20.24 20.73 12.49  -0.38
F 21.88 20.07 11.02  -0.37
F 20.41 21.89 10.47  -0.35
C 8.99 22.94 7.15  -0.97
C 9.45 23.49 8.47  -0.69
N 9.68 22.42 9.46  0.03
C 8.50 21.54 9.78  -0.53
C 8.59 21.06 11.20  -1.31
C 10.83 21.61 9.18  -0.27
C 12.17 22.45 9.21  -1.46
H 8.59 23.72 6.51  0.39
H 8.20 22.21 7.31  0.26
H 9.83 22.41 6.70  0.25
H 10.30 24.17 8.39  0.37
H 8.68 24.14 8.88  0.37
H 7.61 22.17 9.68  0.45
H 8.51 20.67 9.12  0.30
H 9.26 20.20 11.16  0.32
H 9.07 21.79 11.86  0.33
H 7.63 20.86 11.69  0.38
H 10.69 21.11 8.22  0.34
H 10.87 20.87 9.99  0.32
H 13.02 21.82 9.48  0.42
H 12.12 23.21 9.99  0.38
H 12.41 23.02 8.32  0.30
C 19.80 23.39 18.43  -1.52
C 18.48 23.43 17.57  -0.20
N 17.51 24.41 18.08  -0.04
C 17.18 24.22 19.47  -0.64
C 16.40 22.94 19.73  -1.02
C 16.37 24.40 17.17  -0.37
C 16.68 24.72 15.71  -1.47
H 19.62 22.88 19.38  0.31
H 20.13 24.38 18.72  0.39
H 20.69 22.91 18.02  0.39
H 18.85 23.71 16.58  0.34
H 18.02 22.45 17.50  0.31
H 18.11 24.21 20.05  0.35
H 16.66 25.15 19.72  0.39
H 15.41 23.03 19.28  0.26
H 16.92 22.06 19.35  0.28
H 16.23 22.80 20.80  0.41
H 15.58 25.10 17.47  0.34
H 15.96 23.40 17.29  0.38
H 17.05 25.74 15.63  0.35
H 15.78 24.77 15.10  0.42
H 17.41 24.07 15.22  0.35
C 20.92 14.96 7.66  0.20
O 20.80 14.00 8.44  -0.64
N 20.58 14.83 6.34  0.15
C 20.84 15.96 5.41  -0.84
C 20.19 13.55 5.77  -0.97
H 21.24 15.97 7.97  0.31
H 20.81 16.86 6.03  0.29
H 20.02 15.94 4.68  0.28
H 21.80 15.88 4.91  0.28
H 20.88 12.95 5.18  0.31
H 19.82 12.90 6.55  0.32
H 19.29 13.71 5.16  0.32
C 25.05 22.56 7.40  0.19
O 26.20 22.64 7.81  -0.61
N 24.80 22.44 6.08  0.08
C 23.43 22.18 5.59  -0.93
C 25.84 22.40 5.04  -0.87
H 24.16 22.48 8.03  0.32
H 23.16 21.17 5.31  0.31
H 23.23 22.85 4.76  0.31
H 22.73 22.44 6.39  0.31
H 25.46 22.99 4.21  0.29
H 26.83 22.73 5.36  0.29
H 25.87 21.38 4.65  0.32
C 17.52 13.17 13.26  0.24
O 17.65 13.73 14.38  -0.64
N 17.60 11.85 13.07  0.10
C 17.29 11.23 11.77  -0.86
C 17.85 10.90 14.19  -0.90
H 17.38 13.72 12.31  0.28
H 16.33 10.72 11.76  0.30
H 18.06 10.50 11.53  0.30
H 17.29 12.00 11.00  0.28
H 18.52 10.10 13.88  0.29
H 18.22 11.46 15.05  0.29
H 16.93 10.44 14.54  0.32
C 17.10 26.82 9.25  0.23
O 16.66 27.71 10.01  -0.65
N 17.07 26.83 7.91  0.08
C 17.59 25.76 7.09  -0.85
C 16.37 27.86 7.18  -0.91
H 17.57 25.90 9.63  0.29
H 18.04 24.93 7.64  0.28
H 18.33 26.08 6.35  0.30
H 16.82 25.23 6.52  0.33
H 17.09 28.19 6.42  0.31
H 15.52 27.38 6.69  0.30
H 16.08 28.68 7.84  0.28
C 21.26 29.09 13.65  0.25
O 21.59 30.27 13.82  -0.63
N 22.17 28.09 13.81  0.06
C 21.79 26.68 13.56  -0.93
C 23.55 28.21 14.22  -0.87
H 20.26 28.67 13.44  0.28
H 22.03 26.10 14.46  0.29
H 22.30 26.39 12.64  0.33
H 20.73 26.49 13.43  0.29
H 23.57 27.60 15.12  0.32
H 24.19 27.69 13.51  0.29
H 23.89 29.21 14.48  0.31
C 24.23 18.85 18.86  0.17
O 23.18 18.22 18.67  -0.61
N 25.05 19.24 17.88  0.14
C 26.35 19.76 18.20  -0.91
C 24.67 19.09 16.47  -0.92
H 24.53 19.18 19.87  0.28
H 26.48 20.77 17.80  0.33
H 27.16 19.15 17.80  0.30
H 26.50 19.91 19.27  0.29
H 23.85 18.43 16.20  0.30
H 24.42 20.07 16.05  0.32
H 25.49 18.66 15.90  0.30
C 15.59 16.35 7.09  0.13
O 15.19 15.18 7.29  -0.63
N 15.47 16.95 5.85  0.12
C 15.68 18.37 5.74  -1.05
C 15.06 16.22 4.63  -0.93
H 15.94 17.09 7.83  0.35
H 15.40 18.96 6.62  0.35
H 15.06 18.81 4.95  0.36
H 16.75 18.52 5.59  0.32
H 14.06 16.48 4.26  0.32
H 15.70 16.62 3.84  0.37
H 15.18 15.14 4.73  0.29
C 26.38 15.83 6.43  0.23
O 26.50 15.26 5.33  -0.65
N 26.72 15.39 7.65  0.09
C 27.35 14.07 7.86  -0.90
C 26.53 16.20 8.86  -0.88
H 25.94 16.83 6.53  0.26
H 27.24 13.50 6.95  0.30
H 26.88 13.56 8.71  0.31
H 28.42 14.11 8.04  0.30
H 25.72 15.76 9.44  0.34
H 27.49 16.34 9.36  0.30
H 26.14 17.18 8.58  0.28
C 14.21 18.77 16.87  0.12
O 15.24 18.06 16.97  -0.61
N 13.97 19.57 15.82  0.19
C 14.78 19.54 14.60  -0.95
C 12.79 20.42 15.71  -0.95
H 13.46 18.83 17.67  0.28
H 15.46 18.69 14.62  0.34
H 15.46 20.39 14.68  0.30
H 14.22 19.56 13.66  0.31
H 12.41 20.62 16.71  0.30
H 13.06 21.35 15.20  0.30
H 12.04 19.83 15.20  0.36

As for the relative energy (zero: lowest compared OMol25 entry of this formula, charge and spin): 118.8 kcal per mole. As for the net charge: -1. As for the LUMO energy: 1.66 eV. The calculation puts the total energy at -3761.970628 hartree. The value obtained for the frontier orbital gap is 8.18 eV.

=====

This record from the Open Molecules 2025 dataset describes the molecule C5H6Cl3NO3S in a non-equilibrium geometry. The level of theory is ωB97M-V/def2-TZVPD.

Last column: natural (NBO) charge in e.
CARTESIAN COORDINATES (ANGSTROEM)
C -1.17 1.89 1.51  -0.43
N -0.27 1.15 0.65  -0.67
C 1.07 1.20 0.83  0.65
O 1.66 1.93 1.58  -0.54
C 1.77 0.22 -0.13  -0.18
Cl 1.86 1.06 -1.69  0.04
Cl 3.40 -0.13 0.45  0.05
C 0.95 -1.04 -0.27  -0.19
C 1.20 -1.91 -1.46  -0.68
Cl 0.87 -1.88 1.25  0.05
S -0.85 -0.10 -0.36  2.24
O -1.90 -0.77 0.34  -0.89
O -1.11 0.40 -1.67  -0.90
H -1.78 1.18 2.07  0.23
H -0.56 2.49 2.19  0.25
H -1.82 2.53 0.91  0.22
H 0.69 -2.87 -1.34  0.25
H 2.27 -2.09 -1.56  0.25
H 0.84 -1.42 -2.36  0.26

As for the relative energy (zero: lowest compared OMol25 entry of this formula, charge and spin): 0.0 kcal per mole. As for the net charge: 0. As for the LUMO energy: 0.37 eV. The calculation puts the total energy at -2253.353269 hartree. The value obtained for the frontier orbital gap is 11.14 eV. Its structure (SMILES) is CN1C(=O)C(Cl)(Cl)[C@@](C)(Cl)S1(=O)=O.

=====

- Among the records above, which one has the highest frontier orbital gap?
  C5H6Cl3NO3S

=====

- The highest frontier orbital gap belongs to which entry?
  C5H6Cl3NO3S

=====

- Look up the LUMO of the fourth one.
  0.37 eV

=====

- The lowest net charge belongs to which entry?
  C58H49F3KN2O5P2SSb